1.
146
Properties=species:S:1:pos:R:3:forces:R:3 method="wB97M-V/def2-TZVPD" multiplicity=2 homo_lumo_gap_ev="7.939 / 2.178" s_squared=0.7570 charge=+1
O -29.7499 13.5047 20.0772 0.0 -1.0 0.4
C -35.1192 9.3576 17.2786 1.4 0.9 -0.4
H -30.6276 8.0832 15.4344 -0.2 0.3 0.2
H -35.6395 8.2314 23.9851 0.9 -0.4 0.2
H -35.6886 9.3694 19.3214 0.5 -0.3 0.0
H -27.0499 6.2274 19.8301 -0.6 0.2 0.7
N -29.9969 20.7965 19.4961 0.6 0.1 -0.4
H -35.1102 12.8382 17.3236 0.0 -0.4 -0.3
H -27.9761 17.8978 23.0808 -0.1 0.2 -0.2
H -39.3151 10.9830 14.8250 -0.3 0.9 0.5
H -36.7810 11.0369 17.5001 -0.6 0.4 -0.7
H -29.2504 14.8410 16.5120 0.6 0.0 1.0
N -24.5680 14.5872 17.2659 0.4 0.3 -0.9
H -31.5345 16.6709 19.6866 0.4 -0.7 0.3
C -29.8274 18.3493 19.3256 0.3 0.1 -1.4
C -33.7012 9.0437 23.0586 -2.6 -0.6 1.0
H -29.4690 19.0483 27.2726 0.0 0.1 0.2
C -27.8304 16.9212 23.5423 1.0 1.0 0.6
H -27.6111 8.1629 18.4186 -0.3 0.4 -0.1
C -29.6043 7.5506 17.7793 0.1 -0.1 -1.8
H -29.5022 10.7425 23.7645 0.1 -0.3 0.2
H -29.7487 7.4861 20.1788 -0.2 -0.8 1.6
C -30.3099 7.0474 15.5535 -0.4 1.0 0.7
H -29.9030 8.5761 17.5618 -0.3 0.3 0.5
C -38.2447 10.9700 15.0301 1.2 -0.2 -0.2
C -31.4433 16.7661 18.6046 0.5 1.4 0.8
H -29.5258 8.9764 19.8502 -0.2 2.9 0.7
H -28.4528 15.1228 15.0743 0.8 -0.4 -0.3
H -30.2830 18.3683 20.3157 0.0 0.3 0.3
H -25.1921 16.4082 18.0210 0.6 0.4 0.2
H -28.7143 5.5685 19.3884 0.5 -0.7 0.1
N -28.9919 8.1378 20.0284 -0.4 -1.9 -2.6
C -37.6415 13.1398 15.8307 -1.1 -0.6 -2.2
H -38.5147 14.3322 18.2506 0.1 -0.1 -0.7
N -30.6594 10.5181 19.9583 0.5 0.5 -0.5
H -37.2320 13.4200 14.8602 0.4 -0.5 -0.7
H -31.6276 10.3737 20.2071 -0.6 -0.5 0.0
C -27.8524 19.8198 19.5838 2.1 -0.1 1.0
O -27.0922 15.3632 16.7473 -5.0 -2.1 0.0
H -26.3872 17.7342 25.5910 0.5 -0.3 -0.8
H -34.9117 13.9985 15.9937 0.3 0.2 0.2
H -27.2631 18.9815 28.8927 -0.3 -0.9 0.0
H -23.6256 16.2703 15.3619 0.2 -0.2 0.1
H -27.9280 13.8961 26.2076 -0.1 0.3 -0.3
H -28.8864 16.4592 15.9223 0.5 0.6 1.0
H -22.8272 16.7072 16.9190 0.0 -0.5 0.0
H -30.9232 20.9217 19.1135 0.0 -0.4 -0.5
C -32.9850 10.3614 22.7132 -1.6 1.2 0.6
N -33.0339 8.2956 24.1629 1.2 1.0 -2.0
H -27.5932 10.5545 25.7306 -0.1 -0.4 -0.4
H -34.4306 12.0305 20.1853 0.0 0.0 0.2
H -37.6768 11.3032 14.1614 -0.4 -0.8 -0.8
H -34.5662 8.4205 17.2143 -0.4 -0.5 0.2
H -29.5113 12.6348 25.1878 -0.9 -0.9 0.0
H -27.3731 9.3218 21.9694 0.1 -0.4 -0.4
H -29.0271 19.7053 17.8532 -0.4 0.3 0.0
C -28.5345 12.2040 24.9679 -1.1 1.7 1.5
H -30.7651 16.0528 18.1365 -0.7 -0.7 0.2
H -33.4051 11.0233 23.4706 0.9 0.5 0.6
C -28.7207 11.4992 23.6951 1.5 0.2 -2.0
H -29.7310 17.3034 27.1671 -0.3 0.0 0.0
C -29.1568 19.6988 18.9355 -2.6 -0.7 0.8
H -35.0520 10.0291 15.3245 0.6 -0.2 0.6
N -28.1470 11.3302 26.0649 0.9 0.8 0.0
O -30.8327 18.0334 18.3642 -0.1 0.4 0.1
H -27.2041 18.9502 19.4765 0.1 -0.1 -0.7
C -27.4516 17.9668 25.6245 2.2 -0.7 0.2
C -30.6084 11.4414 18.8202 -2.7 2.3 -0.7
C -36.9183 13.9946 16.8056 -0.2 0.8 1.1
C -29.5485 12.5666 18.9773 1.9 0.6 0.7
H -26.7065 10.8351 21.3017 -0.1 0.0 -0.2
H -25.9667 15.9488 15.1495 0.0 0.3 -0.4
H -30.1416 20.5008 20.4510 -0.1 0.4 0.3
H -28.5488 12.1489 19.0967 0.1 -0.9 0.6
C -24.8742 15.9956 17.0635 -1.9 0.0 0.8
H -35.8518 9.3381 22.7718 -0.2 0.8 0.1
H -35.0452 14.4491 17.7950 0.0 0.6 -0.5
H -35.3173 9.8849 24.4250 0.2 0.3 -0.2
H -36.8721 14.9735 16.3284 -1.0 0.4 0.3
O -29.2200 7.0129 16.5029 0.0 -0.5 0.3
H -31.8996 10.2617 22.7187 0.0 -0.1 0.5
H -37.4777 13.0483 18.4625 -0.4 0.0 0.4
O -36.8711 10.6875 18.3897 1.1 -1.0 0.1
H -29.0228 15.2924 20.6882 -0.3 0.2 -0.2
H -27.4535 18.9808 25.2246 -0.9 0.2 -0.2
H -27.9122 19.8602 20.6714 -0.4 0.5 0.2
C -27.8471 13.6351 25.1524 0.2 -2.1 -2.2
O -35.6346 9.7595 16.0382 -1.4 -0.4 -0.4
H -33.0574 8.8751 24.9898 -0.6 0.2 0.5
H -27.3239 20.7034 19.2260 0.0 0.0 0.2
H -28.4935 10.6010 21.4586 0.1 0.1 -0.4
H -26.5611 17.1640 16.4449 0.6 0.9 -1.1
H -31.1656 6.4818 15.9223 0.0 -0.2 0.0
H -38.0402 9.9403 15.3237 0.3 0.1 -0.3
N -26.9416 18.8703 27.9417 2.0 1.6 -1.6
H -26.8173 13.5722 24.8007 0.3 0.3 0.3
C -28.6047 14.2967 20.5408 -1.4 0.9 -0.9
H -32.2988 12.8422 17.9328 0.3 -0.4 -0.3
H -28.2091 14.1197 21.5409 0.1 -1.2 -0.2
O -37.6563 11.7573 16.0369 0.6 -0.5 1.6
O -28.1960 16.9798 24.9149 -0.7 0.3 0.2
C -28.4420 7.5578 18.7815 2.0 0.3 0.6
C -27.8604 6.1828 19.1027 0.1 0.3 -0.5
C -27.6318 17.8971 27.1095 -3.1 -0.2 3.3
C -26.1578 16.1821 16.1970 0.9 1.0 1.1
H -36.9012 8.6197 18.3846 -0.1 -0.2 -0.7
O -27.4648 10.9071 23.1908 -0.9 0.8 1.2
H -29.0451 17.5905 19.3448 0.1 -0.5 -0.1
N -37.5731 13.9923 18.1164 1.4 0.0 0.4
H -24.0039 17.7239 16.2336 -0.2 0.2 -0.2
C -34.4901 11.5155 21.1441 -0.5 -0.7 0.0
C -27.5134 10.3999 21.8911 -0.3 0.0 0.6
H -27.1851 19.7665 27.5445 0.3 0.6 -0.1
H -32.4960 16.7956 18.3236 0.3 -0.2 -0.9
H -33.7456 8.4918 22.1197 0.1 -0.8 0.2
H -29.0450 12.2399 22.9642 -0.2 0.1 -0.4
H -34.3721 10.0860 17.5940 0.3 0.3 0.0
H -35.1164 10.6332 21.0122 -0.4 0.2 -0.1
H -29.2618 13.1793 18.1226 -1.3 -0.1 -0.8
C -32.1296 12.0696 18.6828 1.2 -0.1 1.7
H -27.2777 5.8153 18.2580 -0.8 -0.3 -0.4
H -28.3906 14.2586 24.4425 0.1 0.6 0.6
C -35.1942 9.1578 23.6223 0.4 0.1 -1.8
H -29.0480 17.9531 28.6633 -0.5 0.2 0.0
H -30.5778 10.9145 17.8665 1.0 -0.1 0.1
O -33.1983 11.0780 21.4917 0.9 -0.8 -0.6
C -35.3813 13.8304 16.9629 -0.8 -1.4 0.4
H -25.2563 14.0955 17.8176 -0.3 0.2 0.0
C -36.1666 9.4240 18.3433 -1.2 0.5 1.4
H -27.8538 14.4568 19.7671 0.2 -0.5 0.0
H -28.3408 16.1871 22.9188 -0.3 -0.2 0.7
H -26.7561 16.7368 23.5344 0.2 -0.2 -0.5
H -32.8861 11.2848 18.6810 0.2 -0.3 -0.8
C -29.0835 18.0765 27.5808 -0.4 -1.0 -0.8
H -30.3457 11.0564 20.7532 0.5 0.0 0.5
H -32.3558 12.5097 19.6540 0.3 0.5 0.0
C -23.7661 16.6686 16.3668 1.0 1.6 0.0
H -34.9503 12.1681 21.8860 0.1 0.1 0.2
H -30.1073 6.7704 14.5190 0.9 -0.6 0.5
C -28.4603 15.4730 16.1065 1.3 -0.4 -0.9
H -30.4237 6.9917 18.2314 -0.4 -0.2 -0.1
H -32.0908 8.4976 23.8631 1.1 -1.0 0.5
H -38.7136 13.2767 15.6898 -0.2 1.6 0.5
H -24.7592 14.3762 16.2969 0.4 -1.9 -0.2
H -27.4167 11.9730 26.3364 0.5 -0.8 1.7
H -27.3518 16.9572 27.5852 0.3 -0.6 -1.0


2.
13
Properties=species:S:1:pos:R:3:forces:R:3 method="wB97M-V/def2-TZVPD" homo_lumo_gap_ev=10.732 smiles=ClC(Cl)Cl.BrCCBr e_above_lowest_kj_mol=3.20
H -0.7982 -2.5121 4.1767 0.1 0.0 -0.1
Br 1.0884 -0.1750 4.3591 0.0 -0.1 0.1
H 1.3543 -2.1207 7.2911 0.0 0.0 0.0
H -2.3979 -1.7720 4.1678 0.0 0.0 -0.1
C -0.8285 -0.4078 4.6016 0.1 0.0 0.0
Cl 0.0987 -3.8792 6.4081 0.0 0.0 0.1
C -1.3542 -1.6260 3.8933 -0.1 0.0 0.2
Cl -0.5552 -2.1351 8.6326 -0.2 0.1 0.1
C 0.7434 -2.8972 7.7329 0.2 0.0 -0.2
Br -1.2956 -1.4640 1.9663 0.0 0.0 0.0
H -1.2902 0.5081 4.2483 0.0 0.0 0.0
H -0.9819 -0.5125 5.6738 0.0 0.0 0.0
Cl 1.7704 -3.8526 8.7944 0.0 -0.1 0.0


3.
99
Properties=species:S:1:pos:R:3:forces:R:3 method="wB97M-V/def2-TZVPD" homo_lumo_gap_ev="4.407 / 4.404" e_above_lowest_kj_mol=563.30 charge=+1
N -0.1782 -3.0510 0.7398 -0.3 -1.2 -1.1
H -1.9088 -1.3103 -3.8291 -0.1 0.2 -0.1
C -0.7131 -5.6456 -0.1913 -0.4 -0.4 -1.3
C -1.7102 -0.3096 -4.2350 0.1 -0.3 -0.2
C -0.8927 -4.5734 -1.0679 0.6 1.3 1.6
H 5.6924 -0.3928 2.1722 -0.3 0.2 0.1
H 3.9484 1.2721 4.7490 -0.3 0.1 0.1
H -3.0383 -2.1400 -1.8636 -0.3 0.1 0.2
H -4.4389 -0.2657 -3.7196 0.0 0.3 -0.1
H 1.7855 4.7726 1.8273 0.1 0.4 0.1
H -0.8832 -6.6229 -2.6442 -0.3 0.4 -0.2
H -1.9509 2.6991 -1.7464 1.4 0.5 0.2
H 4.4390 -0.9985 0.0267 -0.3 0.3 0.2
H -5.2165 0.8507 -1.4518 0.1 -0.1 0.4
C -1.3970 -4.6702 -2.4606 -2.0 5.6 -1.6
H 4.8768 1.1451 2.5199 0.0 -0.3 0.1
H -4.1047 0.9223 -4.9960 0.0 -0.1 0.3
C -0.8727 2.6354 0.1566 -0.8 0.6 1.5
C 0.9400 4.2336 1.4516 -0.6 -2.0 -0.1
H 1.7730 -0.5538 6.1893 0.0 -0.1 -0.1
C -3.9076 -1.6211 -1.4275 -0.2 -0.2 0.2
C 1.9025 3.4611 -3.1618 0.7 0.0 -0.6
H 3.6041 2.8897 -4.4130 -0.2 0.2 0.2
H 0.0780 3.6733 -1.9953 1.0 -0.7 -0.4
N 0.0154 2.0292 1.0237 -0.1 0.3 -2.7
H 3.1781 0.4355 -4.2554 0.2 0.4 -0.1
H 4.8272 -0.2008 3.7041 0.0 0.1 -0.3
H 2.9389 -1.1509 5.0137 -0.2 0.1 0.0
C -4.7151 0.6165 -0.5011 -0.2 -0.2 0.2
Cd 0.1865 -0.6080 1.1586 -0.6 0.8 -1.9
O -1.6363 -1.9240 3.9224 2.1 1.7 -2.3
H 0.2834 -3.9170 2.5450 0.2 -0.1 0.5
C 1.9445 -0.7019 5.1168 0.1 0.1 0.3
C 0.8278 2.9826 -2.4516 -0.4 -0.1 0.4
H -0.6312 -0.1261 -4.1500 -0.3 0.0 0.0
H -4.3786 -2.3014 -0.7040 0.0 0.0 -0.2
C 4.7969 0.0551 2.6362 0.5 -0.3 -0.2
C -2.0241 2.1730 -4.0711 0.2 0.0 0.2
C -0.2841 -5.4208 1.0959 0.4 -0.2 1.3
C -1.1480 4.0090 0.3584 -1.8 -0.9 -1.3
C -2.9084 -0.6805 0.6836 -0.2 -0.1 -0.1
H 2.5463 -2.4668 1.7315 0.2 0.2 0.1
N -0.7855 -0.1856 -0.9569 -0.3 -2.9 -0.4
N -1.4128 -5.8438 -3.0321 0.9 -2.1 0.7
H -3.6901 -1.1154 1.3121 -0.2 0.0 0.0
H -2.3087 2.2274 -5.1314 0.0 -0.1 0.2
H 2.8071 2.6346 4.6320 0.0 -0.3 0.1
H -1.9727 -0.3127 -5.3002 0.1 -0.1 0.1
H -2.1286 -1.4415 0.5585 -0.4 0.3 0.0
H 0.3396 1.4524 5.7369 0.0 0.0 -0.2
H -4.6033 1.4893 -3.3919 0.2 -0.2 -0.2
H -0.3462 0.6664 4.3003 0.2 0.2 0.1
H 1.2927 -0.4153 -2.8043 0.3 0.5 -0.3
C -2.5157 0.7998 -3.5529 -0.8 -0.3 0.1
H -2.5018 0.2045 1.1937 -0.1 -0.2 -0.2
H -2.1084 4.4089 -0.0572 1.2 -0.2 0.1
P 2.0376 0.4153 2.5268 0.2 0.9 0.3
H 2.9851 2.2227 1.0885 -0.5 -0.2 0.5
H -0.6907 -2.3718 -1.1837 0.1 -0.6 0.5
C -0.2303 4.7995 0.9511 1.4 2.0 1.3
C 0.9801 2.8133 1.4935 0.3 1.7 0.2
H -0.9369 2.2934 -4.0220 -0.3 -0.1 0.1
H 3.9810 0.7192 0.1643 -0.1 -0.4 0.0
C -0.0361 -4.1276 1.5474 -0.4 0.2 -1.6
O -1.8654 -3.6005 -3.0597 1.9 -4.1 2.3
C 3.6704 -0.3059 0.4148 0.0 0.1 0.1
H -1.6529 -5.9103 -3.9803 -0.5 0.0 -1.3
H 1.1912 -1.4129 4.7610 0.1 0.1 0.0
C -4.0108 0.7233 -3.9165 -0.1 -0.2 -0.2
H -2.4925 3.0236 -3.5579 0.0 -0.2 -0.2
H 2.7352 -0.5265 -0.1285 0.2 0.1 0.1
C 2.9303 1.6023 4.9812 0.1 0.0 0.3
C 2.2791 2.1885 1.9484 0.0 -0.5 0.2
C 2.7636 2.5503 -3.8116 0.1 -0.4 -0.1
P -2.2739 0.4905 -1.7055 4.3 0.7 2.6
C -0.9692 -1.3779 3.1597 -2.6 -1.9 2.7
C -0.5946 -3.2802 -0.5443 0.1 0.0 0.0
C 0.4737 1.3028 4.6568 0.0 0.0 0.0
C 2.5564 1.1568 -3.7302 -0.2 0.2 0.2
H -4.6238 -1.4206 -2.2355 0.2 -0.2 0.4
C 1.8528 0.6634 4.4325 0.3 -0.2 -1.0
C 1.5102 0.6517 -2.9665 0.5 0.9 0.2
H 2.0733 4.5468 -3.2353 0.0 -0.6 -0.1
C -1.3368 2.0112 -1.1319 -4.7 1.4 2.5
H -0.1306 -6.2543 1.7926 -0.1 0.4 -0.4
H -4.4118 1.5617 -0.0243 -0.1 -0.3 -0.1
H -5.4339 0.1072 0.1562 0.0 0.3 -0.2
H 2.7151 2.8392 2.7235 0.0 -0.6 -0.2
C 3.5403 -0.4988 1.9478 0.7 -0.2 0.2
C 0.6676 1.5829 -2.3371 -0.8 -2.2 0.7
H -0.3317 5.9040 1.0326 -0.2 -0.9 -0.2
C 3.4144 -2.0163 2.2373 0.0 0.1 0.1
H -0.9370 -6.6642 -0.5603 0.2 0.6 0.6
C -0.4718 1.0039 -1.6156 2.6 2.6 -3.0
C -3.5193 -0.3302 -0.6856 -1.2 -0.1 -0.3
H 4.3195 -2.5248 1.8609 -0.3 0.2 0.1
H 3.3344 -2.2318 3.3116 0.0 0.0 -0.3
H 0.3944 2.2875 4.1760 0.0 -0.3 0.1
H 2.8331 1.6216 6.0753 0.0 0.0 -0.2


no.,energy (eV),F_max (eV Å⁻¹)
1,-69158.0715,5.41
2,-180844.3938,0.24
3,-72416.3374,6.11